(1)
The following is a quantum chemistry calculation of a single C7H17N molecule in a non-equilibrium geometry, from OMol25.

DFT total energy, eV: -9024.3847
E_LUMO, Ha: 0.040
SMILES: CCCNCC(C)C
ΔE to the lowest compared entry with this formula, charge and spin, eV: 0.840
HOMO-LUMO gap, eV: 9.53

The geometry in XYZ format:
```
25
Properties=species:S:1:pos:R:3:forces:R:3:lowdin_charge:R:1
C 0.012951 -0.775411 1.626698 0.0 -0.2 0.2 -0.2681
N -0.326462 0.288571 0.711351 0.2 -0.6 -0.9 -0.0706
C -0.033014 0.005920 -0.713801 -0.9 1.1 0.9 -0.1889
C 1.241344 0.588666 -1.339182 -0.3 1.0 -0.4 -0.4055
C 1.007741 0.751489 -2.847866 0.4 0.1 0.1 -0.0947
C 1.610212 1.986185 -0.776555 0.0 -1.2 -0.1 -0.0759
C -1.071287 -1.864896 1.696445 0.2 0.9 -0.1 -0.2523
C -2.433786 -1.293735 2.044485 -0.1 1.3 -0.3 -0.1252
H 0.117381 -0.372422 2.617425 0.0 0.4 0.6 0.1043
H 0.980900 -1.250654 1.420595 0.1 0.0 -0.2 0.1102
H -0.027654 1.213679 0.960470 0.1 -0.1 0.3 0.0823
H -0.856968 0.511950 -1.223798 -0.1 -0.2 -0.4 0.1108
H -0.174937 -1.062744 -0.860408 0.3 -0.1 -0.2 0.1147
H 2.121031 -0.016064 -1.201866 0.3 -0.6 0.3 0.1198
H 1.826705 1.320681 -3.294575 0.1 -0.2 0.0 0.0738
H 0.123169 1.364947 -3.015647 -0.2 -0.2 -0.1 0.0748
H 0.928068 -0.201189 -3.372072 -0.2 0.0 0.0 0.0773
H 1.640693 1.906337 0.305523 0.1 0.4 0.2 0.0593
H 2.614547 2.207242 -1.133547 0.0 0.3 0.0 0.0770
H 0.913570 2.758738 -1.096786 -0.1 0.1 0.1 0.0833
H -0.748857 -2.564353 2.466485 0.0 -0.4 -0.3 0.1023
H -1.117256 -2.308233 0.702201 0.0 -0.6 0.2 0.0912
H -3.162225 -2.050458 2.319111 -0.1 0.1 0.1 0.0642
H -2.817534 -0.669728 1.230539 -0.1 -0.6 -0.4 0.0633
H -2.368326 -0.474529 2.774765 0.1 -0.7 0.6 0.0726
```
Positions in Å, forces in eV/Å.

(2)
The following is a quantum chemistry calculation of a molecular structure, C7H17N in a non-equilibrium geometry, from OMol25.

DFT total energy, eV: -9020.9305
E_LUMO, Ha: 0.038
ΔE to the lowest compared entry with this formula, charge and spin, eV: 4.294
HOMO-LUMO gap, eV: 9.65

The geometry in XYZ format:
```
25
Properties=species:S:1:pos:R:3:forces:R:3:lowdin_charge:R:1
C 1.037782 0.016429 0.572463 0.8 0.1 0.3 -0.3431
N 0.571699 -1.315470 0.246077 0.5 -0.7 -2.6 0.0065
C 1.577048 -1.692205 -1.256545 -0.7 1.8 -2.2 -0.1846
C 0.720895 -2.362395 -2.329083 1.1 -0.3 0.6 -0.0993
C 0.179805 0.497476 1.736710 0.2 -0.8 0.3 -0.2246
C -1.242685 2.670042 0.245551 -0.5 0.2 0.5 -0.1160
C -1.811992 1.245064 0.255037 0.4 -0.1 0.8 -0.2488
C -1.330746 0.436760 1.478512 0.4 -0.2 -0.3 -0.2334
H 0.971407 0.727549 -0.271999 -0.2 -0.2 0.0 0.0970
H 2.098168 0.048741 0.886065 -0.2 0.0 0.0 0.1138
H 1.293422 -2.064397 -0.066094 0.1 -0.4 3.2 0.0128
H 1.921252 -0.686127 -1.475166 -0.5 0.2 -0.2 0.0870
H 2.552920 -2.193524 -1.157387 -0.4 -0.5 0.6 0.1159
H 0.457083 -3.345412 -1.939431 -0.3 -0.1 -0.2 0.0741
H -0.170041 -1.845637 -2.664989 0.0 0.3 0.3 0.0704
H 1.395540 -2.517515 -3.177202 -0.2 -0.1 -0.1 0.0728
H 0.356399 -0.229602 2.543972 0.1 0.3 0.0 0.1094
H 0.587175 1.445831 2.086995 -0.3 0.2 -0.1 0.1033
H -1.957314 3.372435 -0.185920 0.1 0.0 -0.3 0.0620
H -0.265327 2.836977 -0.206450 0.0 -0.3 -0.1 0.0636
H -1.165182 2.977329 1.294752 0.1 0.1 -0.1 0.0711
H -1.538420 0.606578 -0.586064 -0.1 0.5 -0.4 0.0953
H -2.899379 1.339613 0.293353 0.0 -0.3 -0.1 0.0988
H -1.513123 -0.614796 1.246611 -0.3 0.0 0.2 0.0898
H -1.826385 0.646256 2.430233 -0.3 0.3 -0.2 0.1063
```
Positions in Å, forces in eV/Å.

(3)
The following is a quantum chemistry calculation of 2 unconnected molecules or ions with the total composition C7H17N2O3P in a non-equilibrium geometry, from OMol25.

DFT total energy, eV: -25944.2558
E_LUMO, Ha: 0.019
ΔE to the lowest compared entry with this formula, charge and spin, eV: 2.159
HOMO-LUMO gap, eV: 7.91

The geometry in XYZ format:
```
30
Properties=species:S:1:pos:R:3:forces:R:3:lowdin_charge:R:1
C -1.855794 -0.812835 -0.508514 0.2 0.9 -0.2 -0.1727
C -0.702823 -0.098412 -0.571034 0.5 -0.4 0.2 -0.1390
C -4.156331 -1.254667 -0.761968 1.5 -0.8 0.4 -0.0446
C -3.243895 0.789925 0.561794 -1.7 1.1 -1.9 -0.0624
C 2.963765 -0.539864 1.549808 -2.6 -0.2 -0.1 -0.0313
C 3.982440 0.672498 -0.265353 -0.4 -1.3 -0.2 -0.0422
C 2.888693 -1.468304 -0.611402 0.7 0.8 1.3 -0.0114
N -3.114443 -0.406922 -0.170774 1.7 -3.2 -1.6 -0.2354
N 3.407839 -0.492728 0.133714 -2.0 -0.4 0.0 -0.2767
O 0.359180 1.514717 1.265136 -0.3 -0.4 -1.1 -0.1463
O 1.060707 1.648924 -1.222848 -2.7 1.1 -0.4 -0.1345
O -1.146894 2.693016 -0.460302 -0.6 1.3 -0.2 -0.2698
P -0.232262 1.593335 -0.255181 2.2 -2.9 -0.6 0.4128
H -1.762044 -1.838351 -0.836846 -0.2 -0.2 0.0 0.1125
H -3.847997 -1.796881 -1.677332 0.4 0.7 0.4 0.0955
H -4.417440 -2.047282 -0.093745 -0.6 -0.5 0.7 0.0748
H -4.997605 -0.718189 -1.037637 -1.7 1.3 -0.3 0.0580
H -4.322256 0.996608 0.503484 0.3 0.5 0.4 0.0981
H -2.944196 0.692509 1.589520 0.4 0.1 0.4 0.0936
H -2.702992 1.531714 -0.072937 -0.6 0.1 1.4 0.0692
H 1.845891 -0.335195 1.691410 1.5 0.2 -1.0 0.1044
H 3.006324 -1.508666 1.983864 0.8 -1.0 0.0 0.0782
H 3.443642 0.166133 2.158626 1.1 0.9 0.5 0.0687
H 0.186663 -0.697992 -0.870537 -0.8 0.6 0.2 0.0610
H 4.575684 1.166384 0.454900 0.2 0.5 0.8 0.0429
H 4.443851 0.523703 -1.199057 0.4 0.3 -1.3 0.0522
H 2.644799 -1.540009 -1.613812 0.8 1.2 -2.3 0.0529
H 2.384987 -2.277485 -0.206424 -0.6 -1.1 2.0 0.0435
H 1.929588 1.419035 -0.977229 2.0 -0.5 1.1 -0.0082
H 0.322922 2.425275 1.520681 0.2 1.1 0.9 0.0563
```
Positions in Å, forces in eV/Å.

Question: Look up the HOMO-LUMO gap of the third one.
Answer: 7.91 eV